Record 1
24
Properties=species:S:1:pos:R:3:mulliken_charge:R:1 method="wB97M-V/def2-TZVPD" gap_ev="5.5 / 7.2" multiplicity=3 s2=2.042 e_tot_ev=-73494.710 total_charge=+1 lumo_ev="-5.160 / -5.656"
H -0.17 1.24 4.20 0.29
H 1.64 -3.14 -2.37 0.33
C 0.54 0.36 -3.59 0.24
O -2.43 -0.39 0.26 -0.20
S 0.08 1.98 -0.37 -0.29
C 1.12 -2.25 -1.82 -0.03
C -0.03 -1.61 -2.48 0.59
N 1.18 0.35 1.57 0.02
O 0.87 0.65 -4.67 -0.20
H -1.14 -0.12 3.52 0.27
Ni -0.50 0.46 -1.86 -0.08
H -1.49 1.92 2.07 0.27
C 1.00 -0.11 2.93 -0.44
C -0.31 0.58 3.34 -0.42
H 1.80 0.22 3.60 0.29
O -0.82 -2.26 -3.11 -0.44
O 1.39 -1.89 -0.66 -0.49
O -2.04 1.82 -3.99 -0.19
C 0.19 1.12 1.15 -0.07
C -1.71 -0.26 -0.64 0.61
H 0.91 -1.20 2.97 0.29
C -1.36 1.28 -3.24 0.38
N -0.64 1.34 2.17 -0.05
H 1.94 -0.08 1.01 0.30


Record 2
6
Properties=species:S:1:pos:R:3:mulliken_charge:R:1 method="wB97M-V/def2-TZVPD" gap_ev=8.4 e_tot_ev=-32621.615 e_above_lowest_ev=0.7046 total_charge=0 lumo_ev=-0.535
H -0.02 1.54 1.81 0.04
H 0.00 -1.46 -1.83 0.25
Cl 0.51 -1.34 1.33 -0.20
P -0.04 -0.04 -0.17 0.52
N 0.19 -0.47 -1.66 -0.55
P -0.64 1.78 0.52 -0.07


Record 3
118
Properties=species:S:1:pos:R:3:mulliken_charge:R:1 method="wB97M-V/def2-TZVPD" gap_ev=5.6 e_tot_ev=-125650.821 e_above_lowest_ev=0.0000 total_charge=-2 lumo_ev=4.244
H 5.11 3.83 -1.27 0.36
C -5.48 1.35 2.01 -1.58
H 3.56 5.60 2.33 0.33
H -6.57 1.42 1.97 0.55
C 3.42 1.00 2.04 -0.80
H 5.43 -5.32 0.15 0.33
C -0.58 2.41 2.81 0.12
C 4.57 4.67 -0.84 -1.74
H -2.53 -4.69 -1.03 0.30
H -3.13 0.46 -0.11 0.10
H -3.31 3.06 4.65 0.44
H 4.73 -1.24 1.09 0.32
C -4.33 -1.05 -1.06 0.98
H 0.64 1.73 6.61 0.47
N -3.29 -0.56 -0.37 0.72
H 5.77 4.36 2.38 0.38
C 2.84 -4.35 -0.11 -0.52
C 2.88 -2.00 -2.31 -1.41
C -2.91 -2.65 -0.51 0.49
H -4.83 4.75 1.74 0.36
H 2.66 5.77 0.82 0.33
H -5.21 4.06 4.12 0.43
C -4.87 2.69 2.45 2.73
N -2.42 -1.52 -0.03 -0.47
C -0.60 2.92 5.27 2.62
C -5.54 3.08 3.78 -2.37
H 3.32 -4.39 -1.08 0.54
H 6.40 3.63 0.90 0.39
C 3.66 5.69 1.25 -1.70
O 1.35 -0.16 1.86 -1.15
C -1.19 2.18 1.59 1.48
C 1.59 1.92 0.74 -0.81
C 1.70 -3.53 0.11 0.82
H 5.14 2.24 2.13 0.51
C -2.71 2.81 3.78 -0.47
H 1.20 3.76 4.36 0.27
C 4.13 2.15 1.74 -0.23
C -2.18 -3.94 -0.32 -0.93
H 3.37 -5.65 2.99 0.19
H 4.48 -2.26 2.52 0.49
H 1.94 -4.75 -2.47 0.33
H 3.09 -1.67 1.60 0.06
C 4.64 -5.94 0.60 -1.87
H 3.68 -1.27 4.65 0.54
C 2.07 0.85 1.56 2.28
N 1.07 -2.72 -0.76 0.99
H 0.30 -4.26 -2.90 0.31
H -5.21 0.55 2.70 0.28
H -6.30 3.85 1.28 0.44
C 4.41 4.48 0.67 2.30
H 5.04 -6.40 1.50 0.38
H -0.52 -1.99 -2.69 0.25
H 0.21 -3.83 3.86 0.35
H 3.12 -1.83 -3.37 0.46
C -3.35 2.57 2.57 -0.64
H -5.33 2.35 4.56 0.40
H -1.10 -3.79 -0.46 -0.02
C 1.24 -4.18 3.86 -1.90
C -1.55 3.33 6.40 -2.54
C -5.21 3.77 1.41 -1.88
H 0.50 2.32 2.87 -0.40
C 4.05 -0.15 2.83 2.96
H 0.78 1.28 4.90 0.10
H -5.06 0.84 -1.73 0.29
C 1.35 -3.95 -2.91 -1.70
H 0.58 -0.65 -2.39 0.30
C 5.81 4.46 1.29 -2.19
H -5.10 1.09 1.02 0.14
C 1.77 -4.29 2.46 1.02
C 0.46 4.02 5.13 -1.76
H 0.00 4.97 4.84 0.34
H 2.21 -0.67 3.85 0.16
H -2.31 2.56 6.58 0.37
H -0.65 0.82 5.80 0.31
H 4.40 -6.73 -0.11 0.33
H 1.00 4.16 6.08 0.46
C -2.59 2.23 1.42 -0.17
C 2.34 3.05 0.47 -0.91
Se -0.18 1.80 0.00 0.18
C 3.42 -5.10 0.91 0.56
C 5.48 0.17 3.27 -2.60
H 3.67 -2.62 -1.88 0.32
H 2.90 -1.04 -1.80 0.11
H 3.24 0.45 4.76 0.36
H 4.20 6.62 1.03 0.44
H 1.89 3.82 -0.13 0.46
H 3.59 4.72 -1.33 0.33
H -4.75 3.52 0.46 0.37
H 0.34 -2.93 1.67 0.28
C 0.50 -1.65 -2.83 -2.03
C 2.90 -5.08 2.19 -0.96
C 3.63 3.20 0.97 -0.77
H 6.33 5.39 1.05 0.45
C 1.20 -3.56 1.45 -0.61
H -2.07 4.26 6.16 0.41
C -4.12 -2.41 -1.18 -1.34
C 3.23 -0.43 4.11 -1.81
H 5.53 1.05 3.92 0.45
H -0.99 3.47 7.32 0.47
H -6.62 3.12 3.64 0.45
C 0.09 1.61 5.67 -1.44
Ag -0.09 -0.95 0.16 0.15
O -3.11 1.97 0.27 -1.14
C 1.48 -2.62 -2.16 1.20
C -5.44 -0.17 -1.54 -1.39
H 1.66 -3.84 -3.96 0.45
H 6.14 0.33 2.42 0.43
H -6.24 -0.09 -0.80 0.21
C -1.33 2.72 3.94 -0.41
H 5.11 5.59 -1.07 0.45
H 5.87 -0.69 3.83 0.47
H -2.33 -4.34 0.69 0.24
H 1.83 -3.46 4.44 0.20
H -4.75 -3.13 -1.68 0.37
H 1.29 -5.14 4.38 0.47
H 0.71 -1.57 -3.91 0.50
C 4.09 -1.41 1.96 -1.71
H -5.86 -0.56 -2.46 0.39